ORCA calculation (the ωB97M-V functional and the def2-TZVPD basis) on a gas-phase ion, C6H11N2O (charge +1) in a non-equilibrium geometry.

charge: +1
E_tot: -11421.035 eV
SMILES: Cc1ocn[n+]1C(C)C
LUMO level: -0.130 hartree
orbital gap: 12.0 eV

Cartesian coordinates (Å):
C (-1.38, -2.13, 0.29)
C (-1.44, -0.68, 0.13)
O (-2.58, -0.02, 0.01)
C (-2.25, 1.27, -0.13)
N (-0.98, 1.44, -0.10)
N (-0.47, 0.22, 0.07)
C (1.13, 0.06, 0.11)
C (1.65, 1.16, 1.01)
C (1.59, 0.18, -1.32)
H (-1.03, -2.40, 1.28)
H (-2.38, -2.54, 0.14)
H (-0.70, -2.57, -0.43)
H (-3.00, 2.03, -0.25)
H (1.29, -0.93, 0.53)
H (1.37, 2.13, 0.61)
H (2.73, 1.09, 1.05)
H (1.26, 1.06, 2.02)
H (1.33, 1.15, -1.73)
H (1.17, -0.60, -1.95)
H (2.68, 0.08, -1.34)